(1)
{"formula": "C3H3AlLiO2", "method": "wB97M-V/def2-TZVPD", "symbols": ["O", "C", "C", "H", "H", "H", "O", "C", "Al", "Li"], "coordinates": [[-0.562, -1.531, 1.021], [-0.692, -0.408, 0.643], [-1.188, 0.242, -0.608], [-1.368, 1.292, -0.381], [-0.429, 0.243, -1.391], [-2.044, -0.290, -1.014], [1.934, 0.905, -0.210], [2.325, 1.150, -1.243], [0.994, 0.581, 1.370], [1.030, -2.185, 1.813]], "forces_ev_per_a": [[-1.2741, 2.0878, -0.4680], [-0.2541, -4.2422, -1.5090], [0.1465, 1.3464, 1.0422], [-0.6322, 0.2009, -0.1924], [0.4665, -0.4098, -0.0043], [-0.6451, -0.3752, 0.2198], [-0.6882, -0.4544, 2.7638], [1.6240, 0.9600, -3.5941], [1.0548, 3.0088, 1.0135], [0.2020, -2.1222, 0.7285]], "fmax_ev_per_a": 4.5, "e_homo_ev": [-25.578, -25.580], "charge": 3}

***

(2)
{"formula": "C3H3BeO3", "method": "wB97M-V/def2-TZVPD", "symbols": ["C", "C", "O", "O", "C", "H", "H", "H", "O", "Be"], "coordinates": [[0.366, 0.797, 0.933], [0.349, -0.769, -0.815], [0.711, 0.465, -0.298], [-0.866, 0.926, 1.182], [-0.842, -0.927, -1.375], [1.120, -1.536, -0.750], [-1.150, -1.959, -1.574], [-1.575, -0.121, -1.415], [1.218, 0.977, 1.850], [-0.282, 1.008, 2.378]], "forces_ev_per_a": [[4.1185, -1.8679, -7.5368], [-1.5236, -1.3477, -0.9927], [1.3828, 1.7548, 1.8630], [-4.3946, -0.0794, -2.7902], [0.1326, -0.5429, 1.0069], [-0.0865, 0.3748, 0.1554], [0.1306, 0.5364, -0.5274], [0.2325, -0.2455, -0.1483], [-1.7141, 0.2698, 0.9851], [1.7217, 1.1476, 7.9852]], "fmax_ev_per_a": 8.8, "e_homo_ev": -14.572, "charge": 1}

***

(3)
{"formula": "C3H3BeO4", "method": "wB97M-V/def2-TZVPD", "symbols": ["C", "C", "H", "Be", "O", "O", "C", "O", "O", "H", "H"], "coordinates": [[-1.048, -1.122, 0.475], [-0.782, -0.312, -0.657], [-0.974, -0.672, -1.669], [0.248, -2.870, -0.082], [-0.837, -2.293, 0.020], [-0.372, 0.947, -0.666], [0.542, 1.496, 0.202], [0.327, 1.755, 1.346], [1.634, 1.673, -0.494], [-1.014, -0.798, 1.518], [2.275, 2.197, 0.007]], "forces_ev_per_a": [[0.8855, 4.2427, -0.8513], [-0.3354, 4.4504, 0.2515], [-0.2244, -0.1286, 0.1329], [7.9669, -5.9375, -1.0465], [-7.0931, -0.1415, 1.5634], [-1.8208, -3.0931, -1.7991], [1.7269, 1.8418, 3.1439], [-0.4098, -0.7772, -1.1619], [-0.3632, -0.2480, -0.5347], [-0.5520, -0.3817, 0.0714], [0.2194, 0.1728, 0.2304]], "fmax_ev_per_a": 10.0, "e_homo_ev": [-19.784, -19.757], "charge": 2, "multiplicity": 2, "s2": 0.756}